(A)
The following is a quantum chemistry calculation of an isolated molecule of CH5ISSi, from the Open Molecules 2025 dataset.

Positions of all 9 atoms, in Å:
C1 -0.4702 0.5353 -0.6674
H1 0.8912 -1.5272 0.5232
H2 -0.6770 0.2877 -1.7191
Si1 -0.3612 -0.9159 0.4933
H3 -0.8084 -0.6411 1.8751
H4 -1.2827 1.0711 -0.0779
I1 3.0036 0.8859 0.0209
H5 -1.2213 -1.7961 -0.3211
S1 0.9260 2.1004 -0.1270

Computed properties:
Highest occupied orbital energy (eV): -8.8128

---

(B)
The following is a quantum chemistry calculation of an isolated molecule of CH5ISSi, from the Open Molecules 2025 dataset.

Positions of all 9 atoms, in Å:
Si1 0.2311 -0.2946 -1.0571
S1 -1.3823 0.4873 1.6155
C1 0.2442 0.8201 0.3750
H1 0.2656 1.8999 0.1668
H2 1.1402 0.3817 0.9465
I1 -1.0587 -1.7585 2.3482
H3 -0.9337 -0.2000 -1.9019
H4 1.1263 0.2394 -2.0830
H5 0.3673 -1.5753 -0.4100

Computed properties:
Highest occupied orbital energy (eV): -8.7439

---

(B) is the most stable structure; the next one sits 0.352 eV above it.

---

(A)
The following is a quantum chemistry calculation of a cluster of 2 separate species, C6H12O in total, from the Open Molecules 2025 dataset.

Positions of all 19 atoms, in Å:
O1 -0.1503 1.1029 2.3802
C1 1.2671 1.6550 -1.2935
H1 1.5159 2.6543 -1.6085
H2 -2.4189 0.4148 -0.7247
C2 -1.7747 -0.4497 -0.6031
H3 -1.9386 -1.0788 -1.4910
H4 -0.2009 0.1511 2.1859
H5 -0.8038 1.9330 -0.9700
H6 -0.5591 -2.6695 0.3004
C3 0.6200 -0.9446 -0.0699
H7 -2.0843 -1.0036 0.2759
H8 1.6474 -0.5936 -0.0872
H9 2.0733 0.9254 -1.2404
C4 -0.3429 -0.0674 -0.5802
C5 0.4749 -2.3191 0.3875
H10 1.2175 -2.9715 -0.0780
C6 0.0144 1.2265 -0.9968
H11 0.7655 -2.3741 1.4480
H12 0.7998 1.2526 2.4594

Computed properties:
Charge: +1
Spin multiplicity: 2
Highest occupied orbital energy (alpha / beta) (eV): -14.4818 / -15.1275

---

(B)
The following is a quantum chemistry calculation of a cluster of 2 separate species, C6H12O in total, from the Open Molecules 2025 dataset.

Positions of all 19 atoms, in Å:
O1 -0.6309 1.3168 -2.3138
H1 3.1300 -1.3606 -1.4207
C1 -1.7533 0.4219 1.4715
H2 0.3463 0.7263 1.8043
H3 1.8820 -1.7897 0.7158
H4 -0.8718 0.7865 -3.1266
C2 0.1380 -0.7309 0.2223
C3 -0.3381 0.1870 1.1483
C4 -2.2510 1.4720 2.3013
H5 -3.2636 1.4253 2.4950
H6 1.7642 -0.0895 -1.9105
H7 -0.5098 0.5967 -1.7162
C5 2.0321 -1.0700 -1.4344
H8 -2.3893 -0.0709 0.7337
C6 1.6270 -0.9127 0.0178
H9 -1.6418 2.3130 2.5638
H10 1.3002 -1.8407 -1.9419
H11 -0.6614 -1.3954 -0.1010
H12 2.0911 0.0151 0.4913

Computed properties:
Charge: +1
Spin multiplicity: 2
Highest occupied orbital energy (alpha / beta) (eV): -14.6985 / -15.0107

---

(A) is the most stable structure; the next one sits 1.245 eV above it.

---

(A)
The following is a quantum chemistry calculation of the ion C6H10N5 with charge +1, from the Open Molecules 2025 dataset.

Positions of all 21 atoms, in Å:
H1 -2.6911 -0.1650 -1.5162
N1 -1.4205 0.2185 -0.0690
H2 2.5257 2.3614 -0.2202
C1 -1.0142 -1.7881 -0.2709
H3 -2.9727 0.0815 1.3597
H4 0.7134 -2.8176 -0.2619
N2 0.0188 0.5802 -0.0299
C2 2.1382 0.1288 0.0472
H5 3.6365 -1.4299 -0.0423
H6 3.9791 0.3054 -0.1326
H7 -2.3598 1.4852 -1.4145
N3 3.3067 -0.4888 -0.0912
C3 -2.0645 0.5177 1.1874
H8 -1.9234 -2.2909 -0.5426
H9 -2.1116 1.5914 1.2901
C4 0.2510 -1.7743 -0.0426
N4 -1.9710 0.5333 -1.2622
H10 -1.3948 0.1445 1.9511
C5 1.8676 1.5639 0.0061
N5 0.5811 1.7625 -0.0439
C6 0.9054 -0.5195 0.0983

Computed properties:
Charge: +1
Highest occupied orbital energy (eV): -11.7174

---

(B)
The following is a quantum chemistry calculation of a structure of composition C6H10N5, from the Open Molecules 2025 dataset.

Positions of all 21 atoms, in Å:
C1 1.8747 -0.4985 -0.0084
N1 2.3928 0.6036 0.7310
H1 -2.2393 -1.8311 -0.5032
N2 -0.2427 -1.6925 0.2532
N3 -0.6386 0.6773 0.6538
H2 -2.2813 0.0284 1.8619
H3 -0.4751 2.5949 -0.4983
N4 -0.4659 1.4955 -0.5971
H4 1.9841 1.1908 1.4489
H5 -1.0789 1.3789 -1.4004
C2 0.5465 -0.7925 0.2742
C3 3.0080 -1.0651 -0.6289
C4 -1.9522 -0.0103 0.7567
H6 0.5574 1.2672 -0.9489
H7 3.0581 -2.0621 -1.0713
H8 5.0768 -0.4017 -0.4899
N5 3.6986 0.7828 0.4938
H9 -2.7137 0.4192 0.2090
H10 -1.9363 -2.4049 1.1817
C5 -1.6936 -1.5698 0.4333
C6 4.0704 -0.1980 -0.2902

Computed properties:
Charge: +1
Highest occupied orbital energy (eV): -13.4922

---

(B) is the most stable structure; the next one sits 1.587 eV above it.